{"formula": "C53H55N4O4P4S3Ti", "method": "ωB97M-V/def2-TZVPD", "elements": ["Ti", "O", "S", "C", "C", "C", "C", "C", "C", "P", "C", "C", "C", "C", "C", "C", "C", "C", "C", "C", "C", "C", "C", "C", "C", "C", "C", "C", "P", "C", "C", "C", "C", "C", "C", "C", "C", "C", "C", "C", "C", "H", "H", "H", "H", "H", "H", "H", "H", "H", "H", "H", "H", "H", "H", "H", "H", "H", "H", "H", "H", "H", "H", "H", "H", "H", "H", "H", "H", "C", "C", "O", "P", "S", "S", "O", "C", "C", "H", "H", "H", "H", "H", "H", "H", "H", "H", "H", "O", "C", "C", "N", "C", "N", "C", "N", "C", "P", "C", "C", "H", "H", "H", "H", "H", "H", "H", "H", "H", "H", "H", "H", "N", "C", "C", "C", "C", "C", "C", "H", "H", "H", "H", "H"], "positions_angstrom": [[-1.48, 0.56, -0.85], [-0.64, -1.61, 4.25], [-0.01, -1.52, 2.91], [1.35, -0.34, 3.20], [2.11, -0.53, 4.35], [3.09, 0.37, 4.70], [3.28, 1.50, 3.92], [2.49, 1.74, 2.81], [1.52, 0.81, 2.41], [0.24, 1.27, 1.13], [1.10, 2.21, -0.21], [2.44, 2.57, -0.29], [2.86, 3.43, -1.29], [1.96, 3.96, -2.21], [0.63, 3.57, -2.16], [0.22, 2.69, -1.18], [-0.24, 2.76, 2.13], [-0.57, 2.53, 3.47], [-0.89, 3.59, 4.31], [-0.89, 4.89, 3.82], [-0.57, 5.12, 2.49], [-0.24, 4.06, 1.65], [1.10, -2.99, 2.94], [1.06, -3.79, 4.07], [1.93, -4.85, 4.20], [2.87, -5.10, 3.22], [2.90, -4.32, 2.08], [2.01, -3.26, 1.90], [1.85, -2.35, 0.31], [3.56, -1.70, 0.17], [4.03, -1.36, -1.10], [5.31, -0.86, -1.26], [6.12, -0.66, -0.15], [5.65, -0.96, 1.12], [4.38, -1.49, 1.28], [2.03, -3.91, -0.66], [3.22, -4.38, -1.22], [3.26, -5.62, -1.85], [2.12, -6.40, -1.92], [0.93, -5.94, -1.38], [0.89, -4.71, -0.75], [1.91, -1.40, 4.96], [3.68, 0.22, 5.59], [4.03, 2.23, 4.20], [2.59, 2.67, 2.28], [3.16, 2.17, 0.41], [3.91, 3.71, -1.34], [2.30, 4.67, -2.95], [-0.08, 3.95, -2.88], [-0.84, 2.38, -1.16], [-0.60, 1.52, 3.86], [-1.15, 3.40, 5.34], [-1.15, 5.71, 4.47], [-0.57, 6.13, 2.09], [0.02, 4.27, 0.63], [0.32, -3.55, 4.82], [1.88, -5.49, 5.07], [3.58, -5.91, 3.34], [3.63, -4.54, 1.30], [3.38, -1.49, -1.95], [5.68, -0.62, -2.25], [7.12, -0.26, -0.27], [6.27, -0.79, 1.99], [4.02, -1.74, 2.27], [4.12, -3.78, -1.18], [4.19, -5.97, -2.28], [2.16, -7.37, -2.42], [0.04, -6.54, -1.45], [-0.04, -4.34, -0.34], [3.05, 2.00, -5.17], [1.70, 1.37, -5.48], [1.31, 0.54, -4.42], [-0.20, 0.86, -3.69], [-2.78, 1.43, -2.40], [0.07, -0.60, -2.25], [-1.17, 0.26, -4.86], [-0.95, -0.86, -5.69], [-1.37, -2.18, -5.05], [3.43, 2.57, -6.02], [3.76, 1.20, -4.93], [2.96, 2.64, -4.30], [1.78, 0.77, -6.40], [0.95, 2.15, -5.66], [0.10, -0.93, -5.99], [-1.56, -0.68, -6.58], [-0.68, -2.45, -4.25], [-1.38, -2.97, -5.80], [-2.36, -2.07, -4.62], [-2.79, -0.28, 1.85], [-2.40, -0.34, 0.69], [-4.62, 4.90, 1.46], [-4.79, 3.67, 2.21], [-5.94, 2.95, 1.68], [-5.82, 2.66, 0.27], [-5.60, 3.90, -0.47], [-4.48, 4.69, 0.02], [-3.22, 4.04, -0.30], [-3.04, 2.31, 0.43], [-3.59, 2.85, 2.17], [-4.77, 1.69, 0.01], [-3.72, 5.41, 1.83], [-5.49, 5.54, 1.63], [-6.83, 3.57, 1.83], [-6.05, 2.01, 2.23], [-6.51, 4.51, -0.39], [-5.41, 3.65, -1.51], [-2.40, 4.66, 0.08], [-3.13, 3.95, -1.39], [-2.79, 3.42, 2.64], [-3.75, 1.94, 2.76], [-4.94, 0.80, 0.62], [-4.78, 1.40, -1.04], [-2.37, -1.12, -0.34], [-2.71, -2.45, -0.50], [-2.67, -3.35, 0.58], [-2.99, -4.68, 0.37], [-3.34, -5.13, -0.89], [-3.41, -4.24, -1.95], [-3.10, -2.91, -1.76], [-2.38, -2.99, 1.56], [-2.97, -5.37, 1.21], [-3.57, -6.18, -1.04], [-3.70, -4.60, -2.93], [-3.15, -2.18, -2.56]], "mulliken_charge": [-1.391, -0.967, 2.179, -0.456, -0.609, -0.865, -1.244, -1.107, 1.554, 2.449, 1.482, -0.871, -0.955, -1.264, -0.071, -0.289, 1.091, -0.856, -0.736, -0.782, -0.560, -0.537, -0.452, -0.572, -0.718, -0.846, -0.392, -0.582, 1.377, 0.606, -0.801, -0.749, -0.684, -0.577, -0.625, 0.849, -0.203, -0.769, -0.614, -0.583, -0.771, 0.523, 0.419, 0.388, 0.627, 0.651, 0.376, 0.378, 0.372, -0.676, 0.232, 0.427, 0.332, 0.425, 0.510, 0.620, 0.396, 0.429, 0.543, 0.731, 0.465, 0.384, 0.439, 0.277, 0.389, 0.422, 0.367, 0.496, 0.197, -0.953, -0.437, -0.032, -0.189, -0.544, -0.349, -0.246, -0.144, -0.816, 0.421, 0.249, 0.000, 0.324, 0.412, 0.090, 0.309, 0.102, 0.525, 0.132, -0.703, 0.092, -1.034, 0.160, -0.974, 0.172, -0.953, 0.125, -2.006, 3.134, -1.203, -1.305, 0.453, 0.255, 0.323, 0.427, 0.273, 0.488, 0.307, 0.555, 0.143, 0.453, 0.458, 0.490, 1.537, -0.674, -0.167, -0.628, -0.531, -0.525, -0.165, 0.506, 0.370, 0.403, 0.408, 0.254], "homo_lumo_gap_ev": 5.9, "homo_energy_ev": -3.73, "total_charge": -1, "fmax_ha_per_bohr": 0.03175}

=====

{"formula": "C53H56IN8O16", "method": "ωB97M-V/def2-TZVPD", "elements": ["C", "C", "O", "O", "C", "C", "C", "C", "C", "C", "N", "C", "C", "C", "I", "H", "H", "H", "H", "H", "H", "H", "H", "H", "H", "H", "H", "H", "H", "H", "H", "H", "H", "H", "H", "H", "C", "C", "C", "C", "C", "C", "N", "O", "O", "H", "H", "H", "H", "H", "C", "C", "C", "C", "C", "C", "N", "O", "O", "H", "H", "H", "H", "H", "C", "C", "C", "C", "C", "C", "N", "O", "O", "H", "H", "H", "H", "H", "C", "C", "C", "C", "C", "C", "N", "O", "O", "H", "H", "H", "H", "H", "C", "C", "C", "C", "C", "C", "N", "O", "O", "H", "H", "H", "H", "H", "C", "C", "C", "C", "C", "C", "N", "O", "O", "H", "H", "H", "H", "H", "C", "C", "C", "C", "C", "C", "N", "O", "O", "H", "H", "H", "H", "H"], "positions_angstrom": [[2.77, -3.60, 4.24], [2.22, -2.76, 5.37], [2.05, -3.17, 6.47], [1.98, -1.45, 5.04], [0.68, -1.19, 4.48], [0.81, -0.70, 3.03], [-0.33, -1.07, 2.07], [-0.25, -2.49, 1.53], [-0.66, -3.68, 2.42], [-2.14, -3.78, 2.82], [-3.13, -2.96, 2.04], [-4.46, -3.35, 2.68], [-4.13, -4.05, 4.02], [-2.67, -3.61, 4.23], [-2.91, -1.53, 4.87], [2.28, -4.57, 4.22], [3.83, -3.78, 4.43], [2.64, -3.07, 3.30], [0.23, -0.42, 5.10], [0.04, -2.07, 4.58], [0.85, 0.39, 3.07], [1.77, -1.04, 2.63], [-1.30, -0.83, 2.52], [-0.24, -0.40, 1.21], [0.80, -2.65, 1.27], [-0.80, -2.58, 0.59], [-0.04, -3.78, 3.31], [-0.45, -4.57, 1.82], [-2.45, -4.80, 2.56], [-3.13, -3.30, 1.07], [-2.97, -1.95, 2.06], [-4.89, -4.08, 2.00], [-5.19, -2.54, 2.72], [-4.71, -3.65, 4.85], [-4.25, -5.13, 3.95], [-2.11, -4.06, 5.04], [-5.20, 1.13, -3.63], [-4.31, 1.72, -2.73], [-3.65, 0.93, -1.80], [-3.90, -0.43, -1.80], [-4.79, -1.03, -2.68], [-5.44, -0.23, -3.59], [-3.18, -1.27, -0.85], [-2.42, -0.73, -0.05], [-3.38, -2.48, -0.88], [-5.70, 1.75, -4.37], [-4.12, 2.78, -2.77], [-2.95, 1.37, -1.10], [-4.95, -2.10, -2.65], [-6.13, -0.68, -4.30], [0.95, 2.78, -7.03], [-0.43, 2.87, -7.21], [-1.28, 2.03, -6.52], [-0.73, 1.10, -5.66], [0.63, 0.98, -5.46], [1.47, 1.83, -6.16], [-1.64, 0.21, -4.91], [-2.83, 0.31, -5.12], [-1.15, -0.57, -4.12], [1.61, 3.44, -7.57], [-0.83, 3.61, -7.89], [-2.35, 2.09, -6.66], [1.03, 0.24, -4.78], [2.54, 1.76, -6.03], [4.90, -2.56, 1.29], [4.82, -3.41, 0.20], [4.82, -2.89, -1.09], [4.91, -1.52, -1.24], [4.99, -0.65, -0.17], [4.98, -1.18, 1.11], [4.92, -0.96, -2.61], [4.82, -1.74, -3.54], [5.01, 0.25, -2.72], [4.91, -2.96, 2.30], [4.76, -4.48, 0.35], [4.76, -3.54, -1.95], [5.05, 0.41, -0.34], [5.04, -0.52, 1.96], [-0.87, 8.75, -9.33], [-1.27, 7.64, -10.06], [-0.46, 6.51, -10.11], [0.74, 6.53, -9.41], [1.16, 7.63, -8.68], [0.34, 8.74, -8.65], [1.59, 5.33, -9.44], [1.21, 4.37, -10.08], [2.63, 5.37, -8.80], [-1.50, 9.62, -9.30], [-2.21, 7.64, -10.59], [-0.75, 5.64, -10.67], [2.10, 7.60, -8.15], [0.65, 9.61, -8.08], [2.64, -7.48, 8.10], [2.72, -6.13, 7.78], [3.95, -5.51, 7.66], [5.09, -6.27, 7.86], [5.04, -7.61, 8.19], [3.79, -8.21, 8.31], [6.41, -5.62, 7.71], [6.42, -4.44, 7.43], [7.39, -6.31, 7.87], [1.67, -7.95, 8.19], [1.82, -5.54, 7.61], [4.02, -4.46, 7.41], [5.95, -8.17, 8.35], [3.73, -9.26, 8.57], [-8.97, 2.93, 6.69], [-8.00, 2.41, 7.53], [-6.96, 1.65, 7.01], [-6.93, 1.43, 5.65], [-7.89, 1.93, 4.79], [-8.92, 2.69, 5.32], [-5.83, 0.64, 5.09], [-5.00, 0.19, 5.86], [-5.79, 0.47, 3.88], [-9.78, 3.53, 7.10], [-8.04, 2.60, 8.60], [-6.20, 1.24, 7.65], [-7.84, 1.74, 3.73], [-9.68, 3.10, 4.67], [6.01, 3.66, -3.06], [4.66, 3.37, -2.96], [3.73, 4.14, -3.65], [4.19, 5.19, -4.42], [5.53, 5.50, -4.53], [6.45, 4.73, -3.84], [3.21, 6.00, -5.17], [2.03, 5.73, -5.05], [3.64, 6.90, -5.87], [6.73, 3.05, -2.54], [4.33, 2.54, -2.36], [2.68, 3.92, -3.57], [5.85, 6.33, -5.15], [7.50, 4.95, -3.92]], "mulliken_charge": [-0.468, 0.524, -0.528, -0.420, -0.299, -0.607, -0.391, -1.019, -0.212, -0.326, 0.033, -0.637, -0.828, -0.762, 0.203, 0.291, 0.460, -0.159, 0.346, 0.111, 0.352, 0.135, 0.063, 0.388, 0.602, 0.510, -0.242, 0.630, 0.255, 0.468, 0.188, 0.414, 0.422, 0.379, 0.390, 0.741, -0.511, -0.584, -0.266, 0.058, -0.230, -0.553, 1.141, -0.580, -0.719, 0.426, 0.413, 0.479, 0.472, 0.398, -0.065, -0.277, -0.534, 0.100, -0.553, -0.772, 1.080, -0.548, -0.652, 0.290, 0.441, 0.464, 0.565, 0.502, -0.406, -0.546, -0.457, 0.051, -0.197, -0.627, 1.030, -0.596, -0.594, 0.547, 0.412, 0.485, 0.454, 0.433, -0.404, -0.494, -0.311, 0.196, -0.385, -0.548, 1.009, -0.575, -0.596, 0.386, 0.376, 0.478, 0.458, 0.395, -0.474, -0.348, -0.470, 0.056, -0.500, -0.344, 1.023, -0.613, -0.602, 0.381, 0.443, 0.612, 0.459, 0.377, -0.474, -0.490, -0.317, 0.186, -0.319, -0.435, 1.077, -0.626, -0.621, 0.392, 0.380, 0.429, 0.448, 0.377, -0.439, -0.188, -0.425, 0.022, -0.425, -0.515, 1.107, -0.621, -0.614, 0.393, 0.363, 0.506, 0.478, 0.383], "homo_lumo_gap_ev": 7.9, "homo_energy_ev": -11.16, "total_charge": 1, "de_lowest_ev": 0.000, "fmax_ha_per_bohr": 0.02547}

=====

{"formula": "C53H57CdN9O2S3", "method": "ωB97M-V/def2-TZVPD", "elements": ["Cd", "C", "C", "C", "C", "C", "C", "C", "C", "C", "C", "C", "C", "C", "C", "C", "C", "N", "C", "C", "C", "N", "C", "C", "C", "N", "C", "C", "C", "C", "C", "C", "C", "C", "C", "C", "C", "C", "N", "C", "C", "H", "H", "H", "H", "H", "H", "H", "H", "H", "H", "H", "H", "H", "H", "H", "H", "H", "H", "H", "H", "H", "H", "H", "H", "H", "H", "H", "H", "H", "H", "H", "H", "H", "H", "H", "H", "H", "H", "H", "H", "H", "H", "H", "H", "S", "C", "N", "C", "C", "C", "C", "C", "C", "S", "H", "H", "H", "H", "N", "C", "C", "C", "C", "C", "C", "S", "O", "O", "N", "C", "N", "C", "C", "C", "N", "H", "H", "H", "H", "H", "H", "H", "H", "H"], "positions_angstrom": [[0.49, -0.08, 0.53], [4.20, 4.67, -0.17], [4.51, 3.98, 1.17], [3.36, 3.13, 1.61], [2.37, 3.44, 2.48], [2.22, 4.68, 3.32], [1.34, 5.76, 2.68], [1.42, 2.32, 2.43], [0.23, 2.25, 3.13], [-0.67, 1.17, 3.16], [-1.96, 1.18, 3.84], [-2.54, 2.36, 4.55], [-2.06, 2.44, 6.01], [-2.49, -0.06, 3.67], [-1.53, -0.81, 2.87], [-1.72, -2.12, 2.42], [-0.94, -2.82, 1.50], [0.20, -2.36, 0.93], [0.64, -3.30, 0.07], [1.77, -3.16, -0.74], [2.63, -2.07, -0.82], [2.53, -0.94, -0.07], [3.58, -0.15, -0.40], [3.84, 1.11, 0.16], [3.05, 1.82, 1.06], [1.89, 1.37, 1.59], [4.40, -0.80, -1.41], [3.79, -1.98, -1.69], [4.19, -3.01, -2.71], [4.94, -4.19, -2.10], [5.60, -0.21, -2.08], [5.20, 0.68, -3.26], [-0.25, -4.44, 0.09], [-1.25, -4.14, 0.97], [-2.50, -4.93, 1.24], [-2.35, -5.95, 2.38], [-0.10, -5.67, -0.76], [0.98, -6.63, -0.22], [-0.46, -0.03, 2.58], [-3.82, -0.58, 4.13], [-3.71, -1.49, 5.36], [5.06, 5.23, -0.54], [3.35, 5.34, -0.05], [3.91, 3.92, -0.91], [4.72, 4.74, 1.93], [5.41, 3.37, 1.06], [3.21, 5.10, 3.51], [1.80, 4.41, 4.30], [1.73, 6.02, 1.70], [1.30, 6.65, 3.31], [0.33, 5.38, 2.52], [-0.05, 3.12, 3.71], [-3.64, 2.29, 4.54], [-2.27, 3.27, 4.01], [-2.29, 1.51, 6.53], [-2.55, 3.27, 6.54], [-0.98, 2.59, 6.04], [-2.60, -2.63, 2.80], [1.99, -3.99, -1.41], [4.75, 1.60, -0.17], [4.81, -2.54, -3.48], [3.29, -3.37, -3.22], [5.84, -3.85, -1.58], [5.24, -4.91, -2.87], [4.31, -4.70, -1.37], [6.26, -1.01, -2.44], [6.18, 0.38, -1.36], [4.70, 0.09, -4.03], [6.07, 1.17, -3.71], [4.49, 1.44, -2.94], [-2.80, -5.45, 0.33], [-3.30, -4.23, 1.49], [-1.59, -6.68, 2.13], [-3.30, -6.47, 2.55], [-2.06, -5.45, 3.30], [0.16, -5.38, -1.78], [-1.05, -6.20, -0.81], [1.95, -6.13, -0.19], [1.06, -7.52, -0.84], [0.73, -6.94, 0.80], [-4.29, -1.12, 3.31], [-4.47, 0.27, 4.37], [-3.03, -2.32, 5.16], [-4.69, -1.90, 5.62], [-3.33, -0.94, 6.22], [1.54, 1.24, -2.50], [0.57, 0.02, -3.07], [-0.25, -0.75, -2.43], [-0.92, -1.64, -3.23], [-1.86, -2.58, -2.80], [-2.44, -3.44, -3.71], [-2.13, -3.38, -5.07], [-1.21, -2.43, -5.52], [-0.62, -1.58, -4.61], [0.56, -0.33, -4.88], [-2.11, -2.62, -1.75], [-3.14, -4.19, -3.36], [-2.59, -4.06, -5.77], [-0.97, -2.36, -6.58], [-3.19, 4.72, -5.50], [-2.71, 4.45, -4.20], [-1.38, 4.08, -4.01], [-0.90, 3.83, -2.74], [-1.75, 3.90, -1.64], [-3.06, 4.31, -1.81], [-3.53, 4.60, -3.09], [-1.04, 3.41, -0.07], [-1.83, 4.01, 0.99], [0.33, 3.85, -0.14], [-1.03, 1.79, 0.00], [-2.21, 1.15, -0.14], [-2.16, -0.20, -0.03], [-3.29, -0.86, -0.13], [-4.52, -0.25, -0.35], [-4.47, 1.13, -0.50], [-3.36, 1.82, -0.40], [-2.66, 4.23, -6.20], [-4.17, 4.54, -5.60], [-0.72, 3.96, -4.86], [0.13, 3.54, -2.58], [-3.70, 4.39, -0.94], [-4.56, 4.91, -3.23], [-3.22, -1.94, -0.01], [-5.44, -0.81, -0.42], [-5.37, 1.70, -0.72]], "mulliken_charge": [4.212, -0.831, -1.176, 0.610, 0.862, -1.297, -0.869, -0.218, -0.381, 0.025, 0.922, -1.127, -1.228, 0.514, 0.426, -0.465, -0.003, -1.217, -0.269, -0.235, -0.263, -0.606, -0.227, -0.315, 0.192, -0.448, 0.630, 0.960, -1.126, -1.174, -1.221, -0.873, 1.132, 0.793, -1.081, -1.401, -1.228, -1.188, -1.704, -1.147, -1.247, 0.404, 0.184, 0.088, 0.351, 0.392, 0.461, 0.391, 0.155, 0.429, 0.103, 0.291, 0.575, 0.208, 0.228, 0.403, 0.256, 0.306, 0.379, 0.137, 0.473, 0.343, 0.302, 0.400, 0.182, 0.454, 0.454, 0.251, 0.427, 0.056, 0.515, 0.331, 0.233, 0.437, 0.291, 0.354, 0.352, 0.190, 0.422, 0.268, 0.260, 0.395, 0.275, 0.392, 0.283, -0.173, 0.078, 0.076, -0.964, 0.549, -1.030, -0.468, -0.512, 0.521, -0.465, 0.394, 0.369, 0.351, 0.354, -0.660, 1.205, -0.853, -0.686, -0.819, -0.153, -0.805, 1.815, -0.895, -0.572, -0.247, -0.510, 0.561, 0.320, -1.488, -0.467, -0.430, 0.235, 0.214, 0.279, 0.468, 0.449, 0.265, 0.080, 0.441, 0.381], "homo_lumo_gap_ev": 5.5, "homo_energy_ev": -1.39, "total_charge": -2, "fmax_ha_per_bohr": 0.01914}